Record 1
Below is one molecule with the formula C4H9NO, with properties calculated with the ωB97M-V functional and the def2-TZVPD basis.

Geometry as XYZ:
```
15
Properties=species:S:1:pos:R:3
N 0.365 -1.161 1.658
C -0.592 -0.948 0.685
C -0.454 0.308 -0.184
C -0.183 -0.075 -1.624
C 0.553 1.362 0.303
O -1.557 -1.669 0.575
H 1.330 -1.030 1.394
H 0.211 -2.033 2.139
H -1.493 0.640 -0.186
H -0.896 -0.809 -1.981
H 0.822 -0.425 -1.828
H -0.398 0.811 -2.218
H 0.039 2.194 0.747
H 1.218 1.025 1.088
H 1.034 1.808 -0.567
```

Computed properties:
- SMILES string = CC(C)C(N)=O
- lowest unoccupied orbital energy (eV) = 0.91
- E_tot (eV) = -7831.9002
- orbital gap (eV) = 10.606

The molecule's Löwdin atomic charges, reported in e, are given here:
1. N 0.145
2. C -0.518
3. C -0.338
4. C -0.078
5. C -0.056
6. O 0.063
7. H 0.093
8. H 0.101
9. H 0.140
10. H 0.079
11. H 0.083
12. H 0.080
13. H 0.068
14. H 0.060
15. H 0.076

---

Record 2
Below is one molecule with the formula C5H7N, with properties calculated with the ωB97M-V functional and the def2-TZVPD basis.

Geometry as XYZ:
```
13
Properties=species:S:1:pos:R:3
C -1.872 0.440 -2.109
C -1.320 -0.197 -1.247
C -0.575 -0.885 -0.188
N 0.211 0.078 0.577
C 1.272 0.633 -0.018
C 0.661 0.060 1.872
H -2.390 0.977 -2.871
H -1.212 -1.477 0.474
H 0.156 -1.572 -0.644
H 1.605 1.621 0.253
H 1.753 0.039 -0.799
H 0.050 0.478 2.668
H 1.665 -0.296 2.071
```

Computed properties:
- lowest unoccupied orbital energy (alpha / beta) (eV) = 0.59 / 0.59
- E_tot (eV) = -6782.8868
- orbital gap (alpha / beta) (eV) = 8.293 / 8.293

The molecule's Löwdin atomic charges, reported in e, are given here:
1. C 0.116
2. C -0.118
3. C -0.174
4. N -0.312
5. C -0.002
6. C -0.029
7. H 0.026
8. H 0.128
9. H 0.127
10. H 0.064
11. H 0.083
12. H 0.051
13. H 0.040

---

Record 3
Below is a 6-piece molecular cluster, C39H24F3NO22S overall at a distorted geometry, with properties calculated with the ωB97M-V functional and the def2-TZVPD basis.

Geometry as XYZ:
```
90
Properties=species:S:1:pos:R:3
O 1.207 -4.104 -0.659
C 0.409 -3.433 0.041
N 0.699 -2.358 0.975
C -0.439 -1.476 1.226
O -0.125 -0.374 1.724
C -1.784 -2.198 0.840
C -1.220 -3.468 0.114
C -2.226 -4.532 -0.451
C -3.751 -4.281 -0.222
C -4.285 -3.001 0.502
S -6.103 -2.840 0.721
C -3.275 -1.890 1.044
C -3.704 -0.548 1.762
F -3.472 -0.696 3.155
F -2.786 0.475 1.328
F -4.978 -0.047 1.441
H 1.642 -1.947 0.976
H -1.835 -5.468 -0.993
H -4.495 -5.047 -0.615
H -6.433 -3.486 1.913
C -3.296 0.547 -4.505
C -3.412 -0.607 -3.846
C -2.935 -0.752 -2.440
O -3.076 -1.819 -1.864
C -2.306 0.411 -1.805
C -2.187 1.565 -2.466
C -2.688 1.716 -3.861
O -2.579 2.791 -4.427
O -1.603 2.651 -1.890
O -3.972 -1.703 -4.431
H -3.639 0.665 -5.524
H -1.948 0.289 -0.792
H -1.640 3.355 -2.567
H -3.940 -2.404 -3.751
C 6.155 0.213 -1.342
C 5.030 -0.491 -1.204
C 3.877 0.032 -0.417
O 2.857 -0.631 -0.329
C 4.022 1.339 0.230
C 5.149 2.042 0.095
C 6.291 1.531 -0.714
O 7.299 2.208 -0.831
O 5.300 3.256 0.692
O 4.889 -1.718 -1.779
H 6.997 -0.154 -1.912
H 3.185 1.699 0.812
H 6.195 3.558 0.443
H 3.991 -2.019 -1.536
C -5.902 2.860 2.993
C -6.806 3.550 2.296
C -7.322 4.863 2.779
O -8.135 5.475 2.107
C -6.826 5.366 4.064
C -5.924 4.674 4.763
C -5.388 3.375 4.266
O -4.551 2.779 4.922
O -5.455 5.127 5.958
O -7.295 3.083 1.114
H -5.518 1.907 2.653
H -7.221 6.311 4.412
H -4.817 4.452 6.260
H -7.929 3.762 0.809
C 6.074 5.111 -5.981
C 5.553 4.099 -5.284
C 6.143 3.666 -3.985
O 5.630 2.749 -3.366
C 7.337 4.368 -3.503
C 7.860 5.377 -4.203
C 7.254 5.829 -5.488
O 7.748 6.766 -6.090
O 8.969 6.037 -3.769
O 4.460 3.421 -5.731
H 5.655 5.437 -6.924
H 7.766 4.031 -2.568
H 9.146 6.720 -4.446
H 4.280 2.742 -5.052
C -0.650 -6.872 3.696
C -0.185 -6.720 4.938
C 1.225 -6.308 5.195
O 1.611 -6.160 6.341
C 2.102 -6.100 4.037
C 1.636 -6.256 2.796
C 0.222 -6.642 2.540
O -0.169 -6.758 1.392
O 2.434 -6.064 1.711
O -0.980 -6.933 6.022
H -1.671 -7.169 3.496
H 3.126 -5.817 4.237
H 1.864 -6.234 0.935
H -0.414 -6.756 6.799
```

Computed properties:
- SMILES string = O=C1NC(=O)c2c1ccc(S)c2C(F)(F)F.O=C1C=C(O)C(=O)C=C1O.O=C1C=C(O)C(=O)C=C1O.O=C1C=C(O)C(=O)C=C1O.O=C1C=C(O)C(=O)C=C1O.O=C1C=C(O)C(=O)C=C1O
- lowest unoccupied orbital energy (eV) = -1.68
- E_tot (eV) = -106347.9001
- orbital gap (eV) = 8.019

The molecule's Löwdin atomic charges, reported in e, are given here:
1. O 0.048
2. C -0.306
3. N 0.140
4. C -0.315
5. O 0.068
6. C 0.023
7. C 0.014
8. C 0.038
9. C -0.046
10. C -0.469
11. S 0.717
12. C -0.003
13. C -0.372
14. F 0.083
15. F 0.044
16. F 0.056
17. H 0.126
18. H 0.118
19. H 0.099
20. H -0.105
21. C 0.079
22. C -0.215
23. C -0.277
24. O 0.082
25. C 0.089
26. C -0.211
27. C -0.311
28. O 0.113
29. O 0.103
30. O 0.095
31. H 0.138
32. H 0.113
33. H 0.117
34. H 0.115
35. C 0.076
36. C -0.215
37. C -0.295
38. O 0.090
39. C 0.086
40. C -0.217
41. C -0.326
42. O 0.096
43. O 0.100
44. O 0.097
45. H 0.141
46. H 0.141
47. H 0.117
48. H 0.113
49. C 0.084
50. C -0.218
51. C -0.314
52. O 0.109
53. C 0.076
54. C -0.222
55. C -0.308
56. O 0.116
57. O 0.094
58. O 0.095
59. H 0.115
60. H 0.136
61. H 0.116
62. H 0.115
63. C 0.079
64. C -0.218
65. C -0.293
66. O 0.111
67. C 0.084
68. C -0.218
69. C -0.312
70. O 0.113
71. O 0.098
72. O 0.096
73. H 0.138
74. H 0.124
75. H 0.117
76. H 0.115
77. C 0.078
78. C -0.221
79. C -0.313
80. O 0.112
81. C 0.078
82. C -0.223
83. C -0.313
84. O 0.100
85. O 0.093
86. O 0.095
87. H 0.136
88. H 0.137
89. H 0.105
90. H 0.117

---

Record 4
Below is one molecule with the formula C21H29N3O, with properties calculated with the ωB97M-V functional and the def2-TZVPD basis.

Geometry as XYZ:
```
54
Properties=species:S:1:pos:R:3
C -1.049 -0.211 -3.063
C -1.971 -0.412 -1.917
C -2.448 0.490 -0.977
C -3.286 -0.265 -0.076
C -4.111 0.031 1.010
C -4.806 -0.989 1.626
C -4.717 -2.309 1.188
C -3.937 -2.634 0.099
C -3.240 -1.608 -0.521
N -2.429 -1.657 -1.623
H -2.209 -2.489 -2.146
H -3.873 -3.648 -0.268
H -5.274 -3.079 1.699
H -5.441 -0.759 2.469
H -4.234 1.040 1.371
C -2.076 1.903 -0.979
O -1.708 2.467 -1.997
C -2.077 2.677 0.341
N -0.882 2.561 1.153
C 0.357 3.006 0.557
C 1.125 1.912 -0.196
N 1.398 0.809 0.709
C 0.134 0.272 1.185
C -0.670 1.353 1.915
H -1.632 0.942 2.228
H -0.105 1.642 2.810
H 0.329 -0.543 1.884
H -0.460 -0.136 0.348
C 2.266 -0.262 0.209
C 3.277 0.180 -0.850
C 4.152 -0.995 -1.280
C 4.908 -1.577 -0.092
C 3.921 -2.013 0.985
C 3.038 -0.842 1.403
H 2.341 -1.166 2.176
H 3.652 -0.046 1.826
H 4.459 -2.398 1.854
H 3.294 -2.820 0.597
H 5.515 -2.426 -0.413
H 5.579 -0.819 0.317
H 4.857 -0.661 -2.044
H 3.524 -1.772 -1.724
H 2.760 0.572 -1.728
H 3.909 0.969 -0.439
H 1.647 -1.065 -0.239
H 2.064 2.345 -0.537
H 0.544 1.590 -1.076
H 0.150 3.835 -0.122
H 0.994 3.365 1.373
H -2.175 3.737 0.079
H -2.924 2.394 0.963
H -0.803 0.842 -3.158
H -1.521 -0.540 -3.988
H -0.134 -0.790 -2.923
```

Computed properties:
- SMILES string = Cc1[nH]c2ccccc2c1C(=O)CN1CCN(C2CCCCC2)CC1
- lowest unoccupied orbital energy (eV) = 0.64
- E_tot (eV) = -28766.0126
- orbital gap (eV) = 8.457

The molecule's Löwdin atomic charges, reported in e, are given here:
1. C -0.001
2. C -0.230
3. C -0.075
4. C -0.110
5. C -0.034
6. C -0.093
7. C -0.097
8. C -0.023
9. C -0.200
10. N 0.142
11. H 0.168
12. H 0.108
13. H 0.099
14. H 0.100
15. H 0.096
16. C -0.325
17. O 0.062
18. C -0.101
19. N -0.153
20. C -0.153
21. C -0.165
22. N -0.120
23. C -0.159
24. C -0.149
25. H 0.115
26. H 0.124
27. H 0.117
28. H 0.111
29. C -0.329
30. C -0.167
31. C -0.202
32. C -0.213
33. C -0.204
34. C -0.152
35. H 0.103
36. H 0.123
37. H 0.107
38. H 0.113
39. H 0.106
40. H 0.113
41. H 0.109
42. H 0.112
43. H 0.108
44. H 0.124
45. H 0.149
46. H 0.115
47. H 0.113
48. H 0.124
49. H 0.124
50. H 0.130
51. H 0.098
52. H 0.069
53. H 0.090
54. H 0.083

---

Record 5
Below is C46H53Cl2N2O3PSSbSe4TcTe as an isolated structure at a distorted geometry, with properties calculated with the ωB97M-V functional and the def2-TZVPD basis.

Geometry as XYZ:
```
115
Properties=species:S:1:pos:R:3
Tc 0.417 -1.104 -0.283
Cl 0.844 -1.163 2.103
C 1.496 -0.917 3.649
C 0.633 -0.901 4.727
C 1.149 -0.745 6.001
C 2.515 -0.591 6.171
C 3.363 -0.595 5.082
Cl 5.057 -0.379 5.326
C 2.887 -0.786 3.772
S 3.938 -0.883 2.419
H -0.426 -1.024 4.573
H 0.490 -0.751 6.854
H 2.934 -0.476 7.158
C -1.375 -3.689 2.752
C -2.595 -2.843 2.383
C -2.539 -1.433 2.965
C -2.924 -2.917 0.900
C -3.750 -3.993 0.579
C -4.278 -4.173 -0.677
C -4.054 -3.209 -1.636
C -3.229 -2.122 -1.385
C -3.138 -1.055 -2.455
C -2.665 -1.611 -3.799
C -4.510 -0.387 -2.622
C -2.592 -2.019 -0.130
N -1.591 -0.984 0.010
C -2.011 0.250 0.244
C -1.095 1.353 0.055
N 0.115 1.109 -0.353
C 0.919 2.131 -0.924
C 1.886 2.873 -0.223
C 2.716 3.730 -0.948
C 2.644 3.853 -2.318
C 1.640 3.184 -2.987
C 0.752 2.362 -2.312
C -0.431 1.843 -3.101
C -0.083 1.422 -4.532
C -1.513 2.926 -3.156
C 2.087 2.972 1.281
C 3.524 2.615 1.674
C 1.133 2.153 2.133
C -1.824 2.591 0.300
C -1.503 3.928 0.308
C -2.510 4.850 0.647
C -3.794 4.464 0.951
C -4.154 3.098 0.946
C -5.422 2.539 1.220
C -5.605 1.180 1.143
C -4.574 0.281 0.813
C -3.317 0.790 0.573
C -3.139 2.195 0.628
H -1.242 -3.715 3.833
H -0.460 -3.293 2.323
H -1.498 -4.705 2.382
H -3.447 -3.321 2.884
H -1.693 -0.853 2.599
H -2.467 -1.492 4.051
H -3.449 -0.886 2.726
H -3.988 -4.699 1.360
H -4.892 -5.028 -0.901
H -4.517 -3.310 -2.603
H -2.435 -0.271 -2.138
H -3.184 -2.527 -4.075
H -1.589 -1.832 -3.758
H -2.815 -0.866 -4.576
H -5.242 -1.098 -2.996
H -4.439 0.437 -3.330
H -4.872 0.013 -1.676
H 3.428 4.337 -0.408
H 3.327 4.497 -2.853
H 1.511 3.330 -4.049
H -0.873 0.976 -2.588
H 0.014 2.283 -5.188
H -0.876 0.787 -4.921
H 0.855 0.861 -4.581
H -1.120 3.829 -3.622
H -1.874 3.188 -2.164
H -2.356 2.567 -3.742
H 1.922 4.033 1.525
H 3.752 1.587 1.397
H 3.647 2.705 2.752
H 4.250 3.270 1.198
H 1.259 1.106 1.886
H 0.091 2.445 1.996
H 1.378 2.265 3.188
H -0.513 4.279 0.052
H -2.251 5.899 0.661
H -4.540 5.205 1.194
H -6.240 3.194 1.484
H -6.584 0.770 1.346
H -4.790 -0.777 0.751
Se -1.684 -4.921 -3.392
Sb 0.390 -3.923 -2.713
Se 0.564 -3.348 -0.189
Se 0.650 -1.285 -2.581
Se 2.345 -5.108 -3.467
C 5.340 -3.951 0.160
C 4.180 -3.690 -0.775
O 3.397 -2.579 -0.294
P 3.487 -1.107 -0.861
O 2.382 -0.345 -0.207
Te 3.048 -1.118 -3.238
O 4.914 -0.563 -0.505
C 5.832 0.097 -1.354
C 6.041 1.538 -0.929
H 5.990 -4.702 -0.278
H 4.973 -4.313 1.118
H 5.908 -3.042 0.345
H 3.494 -4.551 -0.797
H 4.510 -3.497 -1.808
H 5.476 0.054 -2.395
H 6.775 -0.459 -1.289
H 5.146 2.132 -1.100
H 6.860 1.969 -1.499
H 6.289 1.575 0.130
```

Computed properties:
- lowest unoccupied orbital energy (alpha / beta) (eV) = -2.24 / -2.24
- E_tot (eV) = -380271.4112
- orbital gap (alpha / beta) (eV) = 3.949 / 3.948

Results of the Löwdin charge analysis, in e, for atoms 1 through 99:
1. Tc 0.603
2. Cl 0.762
3. C -0.632
4. C -0.111
5. C -0.103
6. C -0.125
7. C -0.704
8. Cl 0.642
9. C -0.765
10. S 0.584
11. H 0.073
12. H 0.097
13. H 0.098
14. C -0.082
15. C -0.352
16. C -0.066
17. C -0.143
18. C -0.030
19. C -0.063
20. C -0.092
21. C -0.154
22. C -0.357
23. C -0.110
24. C -0.036
25. C -0.174
26. N -0.025
27. C -0.156
28. C -0.168
29. N 0.053
30. C -0.152
31. C -0.123
32. C -0.050
33. C -0.058
34. C -0.035
35. C -0.141
36. C -0.404
37. C -0.093
38. C -0.031
39. C -0.346
40. C -0.067
41. C -0.063
42. C -0.099
43. C 0.011
44. C -0.040
45. C 0.004
46. C -0.142
47. C 0.005
48. C -0.042
49. C -0.012
50. C -0.079
51. C -0.057
52. H 0.087
53. H -0.035
54. H 0.082
55. H 0.131
56. H 0.030
57. H 0.082
58. H 0.066
59. H 0.120
60. H 0.111
61. H 0.109
62. H 0.101
63. H 0.035
64. H -0.028
65. H 0.078
66. H 0.084
67. H 0.079
68. H 0.061
69. H 0.114
70. H 0.108
71. H 0.112
72. H 0.058
73. H 0.078
74. H 0.074
75. H 0.032
76. H 0.089
77. H 0.060
78. H 0.082
79. H 0.142
80. H 0.020
81. H 0.088
82. H 0.063
83. H 0.006
84. H 0.068
85. H 0.097
86. H 0.123
87. H 0.111
88. H 0.118
89. H 0.118
90. H 0.112
91. H 0.122
92. Se 0.045
93. Sb -0.023
94. Se 0.403
95. Se 0.100
96. Se -0.052
97. C -0.058
98. C -0.315
99. O -0.392

---

Record 6
Below is C25H34N4O4STi as an isolated structure at a distorted geometry, with properties calculated with the ωB97M-V functional and the def2-TZVPD basis.

Geometry as XYZ:
```
69
Properties=species:S:1:pos:R:3
Ti -0.356 -0.161 -0.066
N -0.801 -1.744 -1.602
C 0.576 -2.035 -2.027
C 1.414 -0.773 -1.779
O 2.633 -0.816 -1.714
N 0.637 0.318 -1.641
C 1.353 1.577 -1.515
C 1.410 1.903 -0.012
O 2.283 2.565 0.502
O 0.436 1.343 0.633
H -1.314 -2.620 -1.484
H -1.260 -1.247 -2.373
H 0.650 -2.300 -3.089
H 1.006 -2.853 -1.438
H 0.807 2.360 -2.052
H 2.369 1.499 -1.921
C -1.298 -3.376 1.476
C -2.605 -2.571 1.535
C -3.632 -3.114 0.539
C -2.331 -1.086 1.360
C -1.882 -0.340 2.452
C -1.842 1.054 2.419
C -2.142 1.761 1.257
C -2.170 3.256 1.246
C -2.440 1.022 0.102
C -2.590 -0.387 0.161
H -1.505 -4.441 1.550
H -0.637 -3.102 2.296
H -0.765 -3.189 0.541
H -3.023 -2.697 2.540
H -3.245 -3.125 -0.479
H -4.540 -2.516 0.564
H -3.899 -4.136 0.803
H -1.694 -0.848 3.391
H -1.608 1.590 3.327
H -2.629 3.636 2.157
H -2.726 3.631 0.391
H -1.157 3.655 1.195
H -2.745 1.547 -0.804
H -3.118 -0.877 -0.651
C 3.044 2.446 4.858
C 2.134 1.224 4.798
C 1.599 0.932 3.395
N 2.658 0.569 2.484
C 2.637 -0.361 1.555
S 1.264 -1.374 1.294
N 3.730 -0.624 0.815
C 5.070 -0.177 0.960
O 5.783 -0.188 -0.003
C 5.514 0.224 2.314
C 5.171 -0.482 3.469
C 5.640 -0.048 4.696
C 6.441 1.083 4.780
C 6.822 1.756 3.630
C 6.375 1.318 2.397
H 3.312 2.648 5.890
H 2.550 3.327 4.459
H 3.967 2.283 4.309
H 1.266 1.394 5.438
H 2.664 0.352 5.183
H 1.108 1.831 3.003
H 0.881 0.107 3.420
H 3.446 1.209 2.481
H 3.566 -1.041 -0.111
H 4.565 -1.374 3.393
H 5.395 -0.591 5.596
H 6.779 1.431 5.744
H 7.478 2.610 3.696
H 6.674 1.813 1.485
```

Computed properties:
- lowest unoccupied orbital energy (alpha / beta) (eV) = -3.33 / -3.33
- multiplicity = 2
- total charge = +1
- E_tot (eV) = -74575.9076
- expectation value of S² = 0.76
- orbital gap (alpha / beta) (eV) = 7.493 / 8.625

The molecule's Löwdin atomic charges, reported in e, are given here:
1. Ti 0.828
2. N -0.036
3. C -0.140
4. C -0.575
5. O 0.042
6. N -0.079
7. C -0.064
8. C -0.578
9. O 0.098
10. O -0.192
11. H 0.100
12. H 0.122
13. H 0.140
14. H 0.125
15. H 0.138
16. H 0.140
17. C -0.079
18. C -0.354
19. C -0.054
20. C -0.239
21. C -0.021
22. C -0.016
23. C -0.265
24. C -0.003
25. C -0.070
26. C -0.141
27. H 0.094
28. H 0.053
29. H 0.039
30. H 0.148
31. H 0.068
32. H 0.093
33. H 0.091
34. H 0.140
35. H 0.133
36. H 0.097
37. H 0.090
38. H 0.098
39. H 0.142
40. H 0.122
41. C -0.082
42. C -0.213
43. C -0.192
44. N 0.062
45. C -0.655
46. S 0.839
47. N 0.142
48. C -0.371
49. O 0.164
50. C -0.170
51. C -0.038
52. C -0.074
53. C -0.072
54. C -0.058
55. C -0.002
56. H 0.082
57. H 0.083
58. H 0.049
59. H 0.112
60. H 0.104
61. H 0.122
62. H 0.086
63. H 0.140
64. H 0.118
65. H 0.124
66. H 0.112
67. H 0.113
68. H 0.113
69. H 0.127